Record 1
Here is a 3-piece molecular cluster, C25H48ClN3O11P overall at a distorted geometry from OMol25. Energies are from wB97M-V/def2-TZVPD.

Highest occupied orbital energy ... -10.11 eV
Largest force on an atom ... 0.187 hartree/bohr
Charge ... +1
Electronic energy ... -75485.0406 eV
LUMO energy ... -6.10 eV

Each line ends with the Mulliken charge.
Positions of all 89 atoms, in Å:
C 3.633 -4.237 -1.132  -1.0428
C 2.677 -3.069 -1.778  0.8883
C 3.258 -2.811 -3.325  -1.2902
C 1.101 -3.506 -1.970  -0.3929
C 0.470 -4.275 -0.629  -0.8582
N -0.934 -3.780 -0.276  0.3630
C -0.963 -2.463 0.528  0.6108
C 0.383 -1.599 0.942  -0.7370
C 0.757 -0.432 -0.197  0.3843
O 1.979 0.168 -0.166  -0.4582
O -0.176 0.053 -1.226  -0.4264
C -2.393 -1.747 1.023  -0.7079
C -3.813 -2.488 0.689  0.4729
C -5.278 -1.882 1.134  0.1100
O -5.570 -0.620 0.732  -0.4383
O -6.320 -2.595 1.890  -0.3841
C -3.695 -3.908 -0.188  -0.0913
Cl -5.345 -4.720 -0.543  -0.0764
C -2.223 -4.528 -0.686  0.3250
P -2.140 -6.155 -1.756  0.7439
O -3.478 -6.477 -2.526  -0.5672
O -1.596 -7.477 -0.716  -0.4714
O -0.918 -5.931 -3.028  -0.4943
H 4.644 -4.329 -1.751  0.3744
H 3.920 -3.873 -0.045  0.2647
H 3.051 -5.258 -1.153  0.2064
H 2.832 -2.090 -1.157  -0.0753
H 3.475 -3.848 -3.861  0.3550
H 4.286 -2.258 -3.235  0.3257
H 2.506 -2.173 -3.962  0.3044
H 0.383 -2.633 -2.271  0.1357
H 1.088 -4.268 -2.889  0.2933
H 1.231 -4.184 0.287  0.3292
H 0.502 -5.430 -0.906  0.2121
H 0.099 -0.964 1.914  0.4761
H 1.304 -2.246 1.255  0.3446
H -0.232 -0.558 -2.017  0.3958
H -2.413 -0.731 1.627  0.3887
H -7.176 -2.461 1.349  0.4046
H -0.726 -7.821 -1.120  0.3668
H -1.354 -5.210 -3.606  0.3632
C 4.515 2.671 -0.795  -0.7238
O 5.851 3.159 -0.825  -0.3562
C 6.426 3.290 0.481  -0.7449
C 7.561 2.270 0.669  -0.2435
N 7.035 0.904 0.770  -0.2660
C 8.077 -0.129 0.709  -0.6564
C 8.866 -0.258 -0.608  -0.5057
O 8.079 -0.710 -1.710  -0.4070
C 7.399 0.322 -2.411  -0.4210
H 4.110 2.726 -1.810  0.2732
H 4.491 1.628 -0.472  0.2746
H 3.889 3.284 -0.139  0.3844
H 5.676 3.205 1.276  0.3752
H 6.853 4.298 0.537  0.3980
H 8.115 2.511 1.583  0.3898
H 8.239 2.366 -0.183  0.1846
H 6.380 0.742 0.006  -0.0116
H 7.575 -1.086 0.896  0.3459
H 8.777 0.022 1.539  0.3970
H 9.628 -1.031 -0.451  0.3547
H 9.416 0.655 -0.863  0.3483
H 7.949 1.268 -2.403  0.3003
H 6.398 0.460 -1.999  0.0452
H 7.279 0.004 -3.450  0.2880
C -6.996 6.959 1.058  -0.7071
O -7.866 5.911 1.470  -0.3462
C -8.059 4.915 0.458  -0.8066
C -7.418 3.586 0.888  -0.2190
N -5.954 3.671 0.870  -0.3199
C -5.293 2.520 1.497  -0.5272
C -5.517 2.316 3.007  -0.4346
O -4.938 3.338 3.820  -0.4504
C -5.769 4.473 4.019  -0.5430
H -7.008 7.733 1.830  0.2389
H -5.972 6.593 0.954  0.3060
H -7.335 7.402 0.117  0.3387
H -7.687 5.241 -0.521  0.4089
H -9.140 4.766 0.366  0.3887
H -7.741 2.792 0.205  0.3609
H -7.784 3.349 1.891  0.1821
H -5.663 4.514 1.364  0.1292
H -4.217 2.652 1.330  0.3421
H -5.582 1.608 0.961  0.3198
H -5.000 1.389 3.286  0.2887
H -6.570 2.157 3.263  0.3426
H -6.833 4.218 4.027  0.2741
H -5.564 5.227 3.257  0.1890
H -5.514 4.914 4.986  0.2945


Record 2
Here is a 9-piece molecular cluster, C25H48F24N3O11P2 overall at a distorted geometry from OMol25. Energies are from wB97M-V/def2-TZVPD.

Highest occupied orbital energy ... 0.23 eV
Largest force on an atom ... 0.115 hartree/bohr
Charge ... -3
Electronic energy ... -137496.2143 eV
LUMO energy ... 3.05 eV

Each line ends with the Mulliken charge.
Positions of all 113 atoms, in Å:
C 4.328 -13.843 -1.105  -0.1845
C 5.542 -13.982 -1.999  0.1390
O 6.586 -13.883 -1.521  -0.3229
N 5.221 -14.030 -3.461  -0.0309
H 5.938 -14.506 -3.991  0.4169
H 4.482 -14.716 -3.520  0.3867
C 4.627 -12.667 -3.976  -0.7554
H 3.603 -13.074 -1.373  0.1760
H 4.589 -13.576 -0.081  -0.3621
H 3.816 -14.801 -1.017  0.5023
H 3.583 -12.452 -3.750  0.3182
H 4.774 -12.712 -5.056  0.3823
H 5.211 -11.825 -3.604  0.3395
C 1.708 -11.982 3.519  -0.7479
C 2.903 -12.479 2.668  -0.2026
O 3.032 -12.281 1.505  -0.4720
N 4.057 -13.038 3.532  0.9907
H 3.797 -13.106 4.506  0.0613
H 4.346 -13.998 3.416  0.1789
C 5.310 -12.056 3.524  -1.2337
H 1.992 -11.278 4.302  0.1401
H 1.277 -12.810 4.082  0.5859
H 0.986 -11.501 2.859  0.4116
H 4.966 -11.060 3.807  0.3984
H 5.811 -12.000 2.558  0.3255
H 5.982 -12.440 4.291  0.5778
C -1.552 -9.458 4.437  0.1387
C -0.707 -8.980 3.248  0.2540
O 0.558 -8.925 3.221  -0.4885
N -1.374 -8.466 1.945  0.5603
H -0.638 -8.425 1.254  0.4636
H -2.016 -9.158 1.586  0.1840
C -2.221 -7.223 2.154  -0.9072
H -2.624 -9.290 4.332  0.1988
H -1.164 -8.755 5.174  0.5286
H -1.395 -10.471 4.809  -0.8020
H -2.950 -7.344 2.956  0.3286
H -2.744 -7.217 1.198  0.3819
H -1.531 -6.392 2.295  0.3537
C 8.814 -8.950 2.234  -0.0636
O 7.829 -8.758 1.155  -0.1476
O 9.586 -7.703 2.230  -0.9925
C 8.188 -9.298 3.652  0.7432
F 7.278 -8.394 4.037  -0.3189
F 7.618 -10.462 3.729  -0.2304
F 9.056 -9.343 4.596  -0.2907
C 7.863 -9.713 0.115  0.0314
C 6.771 -9.603 -0.982  -0.7995
H 7.303 -9.041 -1.749  0.4342
H 6.316 -10.539 -1.305  -0.0877
H 5.896 -9.007 -0.722  0.1362
H 7.762 -10.711 0.540  0.1665
H 8.807 -9.604 -0.418  0.2311
H 9.500 -9.778 2.055  0.1521
C -4.301 -10.906 1.522  -0.0561
O -3.674 -11.417 2.704  -0.1926
O -3.205 -10.394 0.799  -1.0015
C -5.424 -11.811 0.864  0.8761
F -5.145 -12.743 -0.009  -0.2898
F -5.936 -12.505 1.849  -0.2926
F -6.470 -11.072 0.470  -0.2986
C -3.361 -12.806 2.843  -0.2217
C -2.424 -12.895 4.041  -0.8127
H -2.834 -12.490 4.966  0.2605
H -2.356 -13.944 4.328  0.5448
H -1.467 -12.487 3.716  -0.1069
H -2.943 -13.264 1.946  0.2564
H -4.347 -13.193 3.103  0.2727
H -4.859 -10.115 2.023  0.0372
C 2.004 -9.384 -0.218  0.5185
O 2.890 -8.366 0.391  -0.4575
O 0.723 -8.763 -0.017  -1.1365
C 2.517 -9.881 -1.620  0.8425
F 2.401 -8.991 -2.613  -0.3350
F 3.828 -10.126 -1.561  -0.1200
F 1.858 -11.049 -1.895  -0.3036
C 3.785 -8.762 1.488  0.8041
C 4.615 -7.509 1.816  -1.5469
H 5.038 -7.545 2.820  0.3453
H 5.514 -7.317 1.230  0.2647
H 4.006 -6.637 1.577  0.3680
H 4.370 -9.668 1.336  0.0912
H 3.247 -8.934 2.420  0.0767
H 2.166 -10.202 0.484  -0.4421
C 3.029 -12.221 7.481  -0.1221
O 1.619 -12.008 7.781  -0.3932
O 3.194 -13.102 6.331  -0.7595
C 3.844 -10.907 7.340  0.6434
F 3.389 -9.889 8.207  -0.3543
F 5.141 -11.059 7.675  -0.2714
F 3.721 -10.336 6.106  -0.1403
C 0.793 -11.223 6.946  0.9936
C -0.513 -10.987 7.689  -1.5432
H -0.724 -11.600 8.565  0.3788
H -0.314 -10.074 8.251  0.3448
H -1.328 -10.804 6.989  0.2621
H 0.507 -11.760 6.042  -0.4565
H 1.300 -10.308 6.640  0.3311
H 3.419 -12.685 8.387  0.1098
P 4.366 -16.729 3.915  1.3351
F 3.096 -15.800 4.256  -0.4157
F 3.603 -17.340 2.615  -0.4433
F 4.950 -15.575 2.903  -0.4584
F 5.639 -17.800 3.661  -0.4004
F 5.088 -16.062 5.137  -0.3322
F 3.564 -17.734 4.943  -0.4053
P 8.520 -14.339 2.473  1.4048
F 9.015 -14.792 0.915  -0.4489
F 7.050 -13.924 1.861  -0.4965
F 7.819 -15.734 2.765  -0.3950
F 8.231 -13.839 3.980  -0.3180
F 9.983 -14.825 2.921  -0.3835
F 9.099 -12.861 2.232  -0.3880